(1)
63
Properties=species:S:1:pos:R:3:forces:R:3:mulliken_spin:R:1 method="wB97M-V/def2-TZVPD" s2=8.812 charge=+1 spin_multiplicity=6 homo_energy_ev="-9.0 / -11.1" relative_energy_ev=1.460
C 4.46358 1.14556 -0.20008 0.3 -0.1 -0.1 0.176
C 3.10594 1.38958 -0.45047 -0.2 -0.6 -0.8 -0.048
C 2.48207 0.78322 -1.58684 1.7 -0.2 1.5 0.155
C 3.28923 0.08516 -2.55146 -0.1 -0.2 1.4 -0.070
C 4.64846 -0.17680 -2.20881 -0.1 0.4 -0.1 0.165
C 5.23772 0.34313 -1.06192 -0.5 0.1 0.0 -0.066
C 2.63983 -0.49664 -3.65400 0.4 -0.5 -0.3 0.397
C 1.27723 -0.23882 -3.92210 0.1 0.0 1.0 -0.031
C 0.56154 0.48579 -2.92894 -1.9 -0.4 -1.0 0.126
C -0.77842 0.84653 -3.20048 -0.5 -0.3 0.0 -0.079
C -1.46219 0.23444 -4.26997 0.6 -0.2 0.1 0.165
C -0.76765 -0.63894 -5.12142 -1.4 0.3 -0.6 -0.049
C 0.57173 -0.80207 -4.99765 1.6 -0.7 0.0 0.134
H 4.92655 1.54144 0.71200 -0.2 0.0 -0.4 0.009
H 5.22076 -0.82365 -2.87267 -0.1 0.2 0.1 0.004
H 6.28457 0.12538 -0.81781 -0.5 0.1 -0.1 0.000
H 3.20804 -1.19697 -4.26244 -0.2 0.2 -0.1 0.004
H -2.53047 0.38277 -4.43248 0.3 0.2 0.1 0.010
H -1.29205 -1.15002 -5.93452 0.1 0.2 0.4 0.000
H 1.16152 -1.48343 -5.63683 -0.6 0.5 0.1 0.000
N 1.10365 0.66975 -1.67535 -1.2 1.9 1.4 0.257
Ru -0.54715 -0.32055 0.58345 -1.8 -0.7 3.1 3.164
C 2.24497 2.17857 0.49254 -0.8 -1.0 -0.2 0.037
H 1.56353 2.80432 -0.09240 0.0 0.2 0.1 0.000
H 2.79577 2.82948 1.19134 -0.2 -0.5 -0.1 0.001
C -1.51419 1.76987 -2.25692 0.6 -0.2 0.8 0.024
H -0.83128 2.56968 -1.92095 -0.2 -0.2 -0.1 0.001
H -2.38686 2.28506 -2.69443 0.2 -0.6 0.2 0.000
P 1.08039 0.97307 1.40734 2.8 2.9 1.3 -0.013
P -1.97903 0.85372 -0.67735 -2.4 1.5 -1.9 -0.156
C -3.36265 -0.22502 -1.15714 -0.3 -0.3 -0.1 0.056
H -3.57787 -0.88433 -0.30292 -0.1 0.2 -0.4 -0.023
H -4.26049 0.36534 -1.41926 0.4 -0.2 0.2 0.009
H -3.07743 -0.84305 -2.02727 0.0 0.2 0.4 -0.010
C -2.70138 2.09807 0.40885 -0.5 0.4 0.4 0.058
H -3.68259 2.44681 0.04488 0.4 0.0 0.1 0.014
H -2.83905 1.61557 1.39039 -0.1 0.3 -0.3 -0.015
H -2.02277 2.95885 0.51944 -0.3 -0.3 0.0 -0.002
C 2.13786 -0.11345 2.34387 0.4 -0.6 0.5 0.035
H 2.81542 0.42951 3.01708 -0.2 -0.1 -0.1 0.008
H 1.47778 -0.78203 2.91732 0.3 0.1 -0.1 0.007
H 2.73687 -0.71504 1.64719 -0.1 0.1 0.2 -0.001
C 0.26813 2.09457 2.58042 -0.4 -0.1 0.4 0.119
H -0.42139 1.48141 3.18519 0.3 0.5 -0.1 -0.037
H 1.00540 2.58501 3.23775 -0.3 -0.2 -0.3 0.010
H -0.31653 2.85341 2.03523 0.3 -0.3 0.2 -0.004
C -0.05097 -1.67781 -0.57181 3.4 -6.1 -5.7 0.091
O 0.36987 -2.41219 -1.39677 -2.0 3.1 3.4 0.117
H 0.38389 0.80091 -0.71738 2.7 0.2 -3.6 0.034
F -0.23377 -1.27264 4.91464 -1.1 0.2 -0.2 0.000
C -1.52871 -1.12174 4.53166 0.1 0.3 0.7 0.011
F -2.33458 -1.51465 5.54677 0.9 0.6 -1.1 0.003
F -1.72824 0.21360 4.30601 0.1 -1.0 0.5 -0.004
C -1.77046 -1.88988 3.19513 0.0 -0.7 0.5 0.010
O -0.88178 -1.41634 2.27780 -0.3 0.5 -0.5 0.163
C -1.50466 -3.42656 3.42740 0.1 -0.9 0.3 -0.003
F -2.22962 -3.91033 4.48050 1.0 0.4 -1.2 0.001
F -1.84463 -4.11785 2.31145 0.3 0.4 1.0 -0.001
F -0.19315 -3.65974 3.65652 -1.0 0.2 -0.1 0.000
C -3.25787 -1.76667 2.77635 -0.9 0.0 -0.1 0.042
F -4.08423 -2.35305 3.68157 0.7 0.8 -1.2 0.001
F -3.61449 -0.45985 2.63676 0.1 -0.8 0.1 -0.003
F -3.45370 -2.34948 1.56401 0.0 0.6 0.8 0.000

(2)
57
Properties=species:S:1:pos:R:3:forces:R:3:lowdin_charge:R:1 method="wB97M-V/def2-TZVPD" charge=0 homo_energy_ev=-8.2 relative_energy_ev=4.502
C -0.00156 2.05101 -0.59926 0.3 0.2 0.0 -0.052
H -0.05441 3.11524 -0.37469 0.1 -0.1 0.0 0.100
O -1.33725 1.60895 -0.55989 -0.4 -0.6 -0.1 -0.114
C -1.60877 0.27073 -0.56284 -0.1 0.2 0.0 -0.179
C -0.67575 -0.69096 -0.92454 0.0 0.0 0.1 0.024
C -0.98081 -2.05379 -0.91883 -0.3 0.4 0.0 -0.212
C -2.25281 -2.44950 -0.51336 0.3 0.0 -0.1 -0.034
C -3.19193 -1.50346 -0.16555 0.0 0.3 0.0 0.011
C -2.90153 -0.14142 -0.18622 0.1 -0.2 -0.1 -0.189
O -3.93295 0.65767 0.22300 0.1 -0.3 0.1 -0.034
C -3.83509 2.06598 0.21929 0.0 0.7 -0.1 -0.076
C -2.81244 2.65059 1.20541 -0.4 -0.3 -0.2 -0.462
O -2.40089 3.78171 1.08382 0.0 0.3 -0.1 0.076
N -2.48651 1.78016 2.19063 -0.3 -0.4 0.2 0.152
C -1.50521 1.89632 3.18224 0.3 0.2 0.2 -0.211
C -1.27058 0.78907 3.99248 0.0 0.1 0.0 0.016
C -0.31311 0.81649 4.99256 -0.1 0.1 -0.1 -0.236
C 0.43721 1.98063 5.18941 0.0 0.1 -0.1 -0.245
C 0.19815 3.07657 4.37289 0.0 -0.2 0.1 -0.033
C -0.75994 3.05153 3.37640 -0.1 0.1 -0.2 -0.008
H -0.93336 3.91363 2.75549 0.0 0.0 0.0 0.100
H 0.77388 3.97895 4.51971 0.1 0.1 0.0 0.111
C 1.47938 2.04531 6.26327 0.0 0.0 0.0 -0.050
H 1.96065 3.01965 6.27287 0.1 0.0 0.0 0.075
H 1.03406 1.86974 7.24212 0.1 0.0 0.1 0.082
H 2.24266 1.28343 6.10660 0.1 0.0 0.1 0.082
C -0.08847 -0.39054 5.85092 0.0 0.0 0.0 -0.045
H -0.27145 -0.15335 6.89832 0.0 -0.1 0.1 0.084
H 0.94157 -0.73523 5.76614 0.1 -0.1 0.1 0.084
H -0.75015 -1.20220 5.55952 0.0 -0.1 0.0 0.075
H -1.85009 -0.11192 3.83622 -0.1 -0.1 0.0 0.116
H -2.96756 0.88915 2.17536 0.1 0.2 -0.1 0.143
H -4.83205 2.41272 0.51120 0.2 0.0 0.0 0.144
H -3.60918 2.45834 -0.77642 0.0 0.0 0.2 0.142
H -4.18330 -1.79434 0.14417 -0.1 0.0 0.0 0.125
H -2.50644 -3.49781 -0.48869 0.0 -0.1 0.0 0.115
C 0.00163 -3.06859 -1.30303 0.1 -0.2 -0.1 -0.107
N 0.84280 -3.05835 -2.26047 0.2 -0.6 0.1 0.056
N 0.91002 -2.04802 -3.13262 -0.8 1.0 0.3 0.004
C 1.81188 -2.05691 -4.15833 0.5 -0.2 -0.4 -0.230
C 1.78541 -1.02438 -5.10625 -0.1 -0.2 0.2 -0.016
C 2.69771 -1.00594 -6.13307 0.3 -0.2 -0.2 0.003
C 3.65022 -2.01939 -6.22790 -0.9 0.0 1.0 -0.171
C 3.68450 -3.05148 -5.28989 0.1 0.2 -0.4 0.010
C 2.77516 -3.07033 -4.26152 -0.2 0.1 0.1 -0.008
H 2.77686 -3.85462 -3.52289 0.1 -0.1 0.0 0.102
H 4.43236 -3.82276 -5.39052 0.0 0.0 0.0 0.120
N 4.59719 -1.99911 -7.29531 0.5 0.0 -0.5 -0.372
O 5.41507 -2.89838 -7.34869 0.1 -0.1 -0.1 0.069
O 4.53517 -1.08283 -8.09417 0.0 0.1 -0.2 0.067
H 2.69370 -0.22083 -6.87331 0.0 0.0 0.0 0.120
H 1.04157 -0.24506 -5.02642 -0.1 0.1 0.0 0.111
H 0.20623 -1.31023 -3.11911 0.2 -0.3 0.0 0.140
H 0.00614 -3.98416 -0.72635 0.0 -0.1 0.1 0.114
H 0.33042 -0.37682 -1.15750 0.1 0.1 -0.1 0.113
H 0.44257 1.90917 -1.58986 0.0 0.0 0.0 0.096
H 0.60943 1.55000 0.15748 0.0 0.0 0.0 0.107

(3)
56
Properties=species:S:1:pos:R:3:forces:R:3:lowdin_charge:R:1 method="wB97M-V/def2-TZVPD" charge=-1 homo_energy_ev=-5.1
Na 0.23470 -0.46800 0.02290 0.2 -1.9 0.6 0.150
O -0.50480 -1.51830 -1.74200 -0.3 -0.3 0.0 -0.089
C -0.32900 -0.63530 -2.81810 0.1 0.2 -0.6 -0.231
C 0.50640 0.60540 -2.46290 0.0 -0.2 -0.5 -0.162
N 0.05430 1.22890 -1.24600 -0.2 1.1 -0.8 -0.230
C -1.30800 1.72040 -1.26130 -0.3 -0.1 0.3 -0.077
C -2.21870 0.93620 -0.25810 -0.3 0.5 -0.5 -0.648
O -3.29640 1.44430 0.02880 -0.2 0.2 0.1 0.005
O -1.75370 -0.17090 0.14500 -1.4 -0.4 -0.1 -0.119
C 1.03560 2.12480 -0.67990 0.6 0.1 0.1 -0.093
C 2.23180 1.35680 -0.01010 0.0 0.3 -0.3 -0.686
O 3.32620 1.90830 -0.03730 0.5 0.5 -0.1 -0.010
O 1.93960 0.25100 0.51260 2.0 0.4 0.3 -0.126
H -1.14470 -1.06290 -1.13380 -0.5 -0.4 -0.2 0.042
H 0.19170 -1.18940 -3.60850 -0.1 0.2 0.0 0.118
H -1.31140 -0.32870 -3.20680 0.1 0.0 0.0 0.115
H 1.54420 0.29200 -2.30530 0.0 0.1 -0.1 0.135
H 0.47570 1.29370 -3.33920 0.1 -0.1 0.2 0.132
H -1.35800 2.77980 -0.99200 0.0 -0.1 -0.1 0.121
H -1.75860 1.62040 -2.25620 0.0 0.1 0.1 0.120
H 1.42970 2.83920 -1.42400 0.0 -0.1 0.2 0.123
H 0.57230 2.70690 0.12000 -0.1 0.0 0.0 0.118
C 3.66440 2.16650 4.44980 0.0 0.0 0.0 -0.099
C 3.61420 0.78390 4.38550 0.2 0.0 0.1 -0.085
C 2.48980 0.14580 3.89640 -0.1 0.0 0.0 -0.090
C 1.37920 0.87970 3.48920 0.1 0.0 -0.1 -0.330
C 1.44310 2.26850 3.55310 -0.1 -0.1 0.0 -0.085
C 2.57470 2.90640 4.02380 0.1 0.1 0.1 -0.087
P 0.00490 0.07780 2.59100 -0.3 0.0 1.2 1.181
C 0.04430 -1.59220 3.34990 0.0 0.1 0.0 -0.349
C -0.06020 -2.66960 2.47740 0.0 0.1 0.1 -0.067
C -0.01860 -3.97140 2.95010 0.0 -0.2 -0.1 -0.080
C 0.11690 -4.21020 4.30740 0.0 -0.1 -0.1 -0.098
C 0.21610 -3.14440 5.18790 0.0 0.1 0.2 -0.087
C 0.18620 -1.84240 4.71470 0.0 -0.1 0.0 -0.117
C -1.46550 0.81310 3.40340 0.0 -0.1 -0.1 -0.317
C -2.28490 0.19090 4.33980 0.0 0.1 0.0 -0.075
C -3.42860 0.82590 4.79800 -0.1 -0.1 0.1 -0.093
C -3.77480 2.07950 4.32410 -0.1 0.1 0.0 -0.099
C -2.98510 2.69100 3.36530 0.0 0.2 0.1 -0.078
C -1.84940 2.05540 2.90480 0.0 0.0 0.0 -0.117
H 4.55410 2.66380 4.80930 0.1 0.0 0.0 0.093
H 4.46720 0.19960 4.70530 0.0 0.0 0.0 0.098
H 2.47810 -0.93220 3.81250 0.1 0.0 0.0 0.103
H 0.60060 2.85840 3.21990 0.0 0.1 0.0 0.087
H 2.61570 3.98760 4.04470 0.0 0.0 0.0 0.099
H -0.17410 -2.47190 1.41790 0.0 -0.2 0.0 0.100
H -0.08990 -4.80020 2.25850 0.0 0.0 0.0 0.101
H 0.14520 -5.22610 4.67910 0.0 0.0 0.0 0.096
H 0.32080 -3.33290 6.24910 0.0 0.0 0.0 0.099
H 0.28530 -1.01370 5.40430 0.0 0.0 0.0 0.116
H -2.04420 -0.79700 4.70420 0.0 0.0 0.0 0.087
H -4.05980 0.33300 5.52600 0.0 0.0 0.0 0.095
H -4.67080 2.56810 4.68220 -0.1 0.0 0.0 0.094
H -3.26920 3.65180 2.95860 0.0 0.0 0.0 0.104
H -1.26520 2.50540 2.11270 0.0 0.1 -0.1 0.095

(4)
58
Properties=species:S:1:pos:R:3:forces:R:3:lowdin_charge:R:1 method="wB97M-V/def2-TZVPD" charge=+1 homo_energy_ev=-11.5
Au 0.04030 -0.63202 -0.26563 -0.1 0.2 0.0 1.152
C -3.02657 1.28755 0.36122 0.0 0.0 0.1 -0.034
C -2.83686 0.59966 1.68898 -0.2 0.1 -0.1 -0.228
C -3.32817 1.17183 2.85655 0.0 0.0 0.0 -0.060
C -3.19086 0.52243 4.07449 0.0 0.0 0.0 -0.075
C -2.56202 -0.71161 4.13378 0.0 0.0 0.0 -0.036
C -2.06829 -1.32033 2.98278 0.1 -0.1 0.1 -0.215
C -1.39597 -2.66208 3.05108 0.0 0.1 0.0 -0.026
C -2.21711 -0.64938 1.76952 -0.1 -0.2 -0.3 -0.249
N -1.70165 -1.21689 0.56273 0.1 -0.2 0.5 -0.074
C -2.26529 -2.32597 -0.01576 -0.1 0.3 0.0 -0.456
O -3.26134 -2.90590 0.34666 0.1 0.0 0.0 0.116
C -1.52141 -2.75715 -1.27069 0.0 0.0 0.1 -0.138
C -1.80541 -3.84713 -2.06526 0.0 0.0 0.0 0.049
C -0.95598 -4.11636 -3.13757 0.0 0.1 0.0 0.016
C 0.15965 -3.31683 -3.38893 0.0 -0.1 0.0 0.049
C 0.38345 -2.23878 -2.56142 0.0 0.1 0.0 -0.141
N -0.47613 -1.99733 -1.57708 -0.2 -0.3 -0.3 -0.020
C 1.54134 -1.25403 -2.63009 -0.1 0.3 -0.1 -0.457
O 2.41549 -1.36698 -3.45575 0.0 0.0 0.0 0.119
N 1.38895 -0.24298 -1.71368 0.7 -0.1 0.3 -0.080
C 2.31337 0.84108 -1.61492 -0.2 -0.2 -0.2 -0.246
C 1.87594 2.09988 -2.04244 0.0 0.0 -0.3 -0.257
C 0.53371 2.29039 -2.70726 0.0 0.0 0.1 -0.026
C 2.72628 3.18965 -1.86088 0.0 0.0 -0.1 -0.066
C 3.97530 3.02339 -1.28248 0.0 0.0 0.0 -0.059
C 4.39524 1.76223 -0.88826 0.0 0.0 0.0 -0.024
C 3.57444 0.65137 -1.04809 0.1 -0.1 0.1 -0.210
C 4.02409 -0.71372 -0.61337 0.0 0.0 0.0 -0.026
H -3.54933 2.23433 0.48949 0.0 0.0 0.0 0.081
H -3.60854 0.66686 -0.32166 0.0 0.0 0.0 0.090
H -2.07490 1.49479 -0.13742 0.0 0.0 0.0 0.044
H -3.84221 2.12468 2.80433 0.0 0.0 0.0 0.112
H -3.58787 0.97107 4.97616 0.0 0.0 0.0 0.108
H -2.46209 -1.22368 5.08291 0.0 0.0 0.0 0.116
H -1.19154 -2.93976 4.08301 0.0 0.0 0.0 0.084
H -0.45050 -2.65872 2.50237 0.0 0.0 0.0 0.071
H -2.02964 -3.43133 2.60741 0.0 0.0 0.0 0.086
H -2.66335 -4.45872 -1.82272 0.0 0.0 0.0 0.137
H -1.15262 -4.97038 -3.77167 0.0 0.0 0.0 0.127
H 0.85847 -3.51445 -4.18982 0.0 0.0 0.0 0.136
H 0.21352 1.39136 -3.22834 0.0 0.0 0.0 0.076
H 0.58267 3.10562 -3.42749 0.0 0.0 0.0 0.088
H -0.25291 2.54331 -1.98764 0.0 0.0 0.0 0.069
H 2.41375 4.16890 -2.20469 0.0 0.0 0.0 0.119
H 4.63013 3.87546 -1.15591 0.0 0.0 0.0 0.112
H 5.37784 1.63162 -0.45244 0.0 0.0 0.0 0.118
H 4.96001 -0.65652 -0.06174 0.0 0.0 0.0 0.086
H 4.17097 -1.36341 -1.47756 0.0 0.0 0.0 0.087
H 3.27696 -1.18743 0.02876 0.0 0.0 0.0 0.059
N 0.78632 2.82969 0.69785 0.1 -0.1 0.3 0.168
C 0.52717 1.99537 1.68866 -0.1 0.0 -0.1 -0.786
N -0.06252 2.41178 2.79246 0.1 0.0 0.1 0.161
S 1.01129 0.32248 1.62472 -0.1 0.3 0.1 0.709
H 0.59052 3.81640 0.77611 -0.1 0.0 0.0 0.140
H 1.41177 2.53742 -0.04859 0.0 0.0 0.0 0.061
H -0.27357 3.38346 2.95912 0.0 0.0 0.0 0.136
H -0.34435 1.73577 3.48610 -0.1 0.0 0.0 0.108